Record 1
{"formula": "C21H21N3O3PPd", "method": "the ωB97M-V functional and the def2-TZVPD basis", "e_lumo_ev": [-12.63, -12.63], "gap_ev": [5.50, 5.50], "e_above_lowest_ev": 0.000, "energy_ev": -45473.7938, "charge": 3, "species": ["Pd", "C", "C", "N", "C", "C", "C", "C", "C", "C", "C", "N", "C", "C", "C", "C", "C", "C", "C", "C", "N", "C", "H", "H", "H", "H", "H", "H", "H", "H", "H", "H", "H", "H", "C", "O", "P", "O", "C", "O", "C", "H", "H", "H", "H", "H", "H", "H", "H", "H"], "positions_angstrom": [[-0.363, 0.185, -0.601], [3.280, 0.902, -2.895], [2.000, 0.462, -2.549], [1.472, 0.649, -1.347], [2.172, 1.349, -0.405], [3.485, 1.769, -0.665], [4.037, 1.530, -1.944], [4.219, 2.414, 0.363], [3.670, 2.634, 1.612], [2.354, 2.290, 1.859], [1.541, 1.712, 0.860], [0.217, 1.444, 0.946], [-0.766, 1.616, 1.838], [-0.679, 2.292, 3.087], [-1.778, 2.445, 3.900], [-3.010, 1.942, 3.504], [-3.177, 1.255, 2.280], [-4.439, 0.784, 1.850], [-4.543, 0.165, 0.634], [-3.385, -0.029, -0.122], [-2.184, 0.375, 0.281], [-2.060, 1.051, 1.455], [3.653, 0.722, -3.893], [1.385, -0.067, -3.263], [5.046, 1.859, -2.162], [5.239, 2.719, 0.160], [4.264, 3.087, 2.394], [1.962, 2.476, 2.845], [0.248, 2.739, 3.399], [-1.689, 2.978, 4.837], [-3.877, 2.088, 4.140], [-5.310, 0.936, 2.476], [-5.491, -0.185, 0.251], [-3.424, -0.533, -1.076], [1.887, -3.141, -0.324], [0.515, -2.725, -0.051], [-0.438, -2.040, -1.087], [-1.884, -2.539, -0.775], [-2.208, -3.963, -0.573], [0.051, -2.623, -2.458], [-0.366, -2.177, -3.778], [2.312, -3.393, 0.641], [2.441, -2.325, -0.786], [1.877, -4.008, -0.977], [-3.039, -4.190, -1.232], [-2.488, -4.085, 0.468], [-1.351, -4.587, -0.813], [-0.779, -3.038, -4.293], [0.518, -1.830, -4.305], [-1.118, -1.391, -3.705]], "mulliken_charge": [0.207, -0.928, -0.189, 0.102, 0.610, 0.747, -0.512, -0.525, -1.368, -0.464, 1.123, -0.451, 1.190, -0.379, -1.442, -0.504, 0.898, -0.475, -0.946, -0.192, -0.035, 0.385, 0.460, 0.385, 0.490, 0.466, 0.447, 0.317, 0.233, 0.448, 0.477, 0.491, 0.447, 0.623, -0.574, -0.339, 1.214, -0.338, -0.675, -0.336, -0.748, 0.266, 0.251, 0.296, 0.296, 0.301, 0.320, 0.261, 0.316, 0.356]}

---

Record 2
{"formula": "C21H21N3O3S", "method": "the ωB97M-V functional and the def2-TZVPD basis", "e_lumo_ev": -0.58, "gap_ev": 8.29, "e_above_lowest_ev": 1.640, "energy_ev": -43566.6985, "species": ["O", "C", "N", "C", "C", "C", "C", "C", "C", "C", "H", "H", "H", "H", "H", "H", "H", "H", "C", "N", "S", "O", "O", "C", "C", "C", "C", "C", "C", "C", "C", "N", "C", "H", "H", "H", "H", "H", "H", "C", "H", "C", "H", "H", "C", "H", "H", "H", "H"], "positions_angstrom": [[0.948, 3.955, 0.316], [0.421, 2.870, 0.157], [1.027, 1.696, 0.360], [2.434, 1.604, 0.662], [3.139, 0.552, -0.154], [4.340, 0.025, 0.309], [5.010, -0.945, -0.414], [4.483, -1.405, -1.609], [3.289, -0.883, -2.076], [2.618, 0.093, -1.358], [1.686, 0.483, -1.735], [2.871, -1.235, -3.008], [5.003, -2.166, -2.173], [5.944, -1.344, -0.043], [4.752, 0.381, 1.243], [2.866, 2.593, 0.461], [2.577, 1.397, 1.732], [0.509, 0.835, 0.204], [-1.030, 2.750, -0.332], [-1.589, 1.430, -0.036], [-1.863, 0.508, -1.402], [-0.653, 0.505, -2.167], [-3.072, 0.912, -2.068], [-2.151, -1.125, -0.719], [-3.318, -1.760, -1.034], [-3.565, -3.067, -0.584], [-2.622, -3.722, 0.158], [-1.405, -3.093, 0.493], [-0.394, -3.729, 1.243], [0.758, -3.046, 1.524], [0.881, -1.720, 1.073], [-0.033, -1.098, 0.380], [-1.162, -1.756, 0.061], [1.775, -1.154, 1.295], [1.560, -3.499, 2.086], [-0.545, -4.744, 1.581], [-2.789, -4.735, 0.497], [-4.496, -3.549, -0.839], [-4.038, -1.234, -1.642], [-2.745, 1.573, 0.836], [-3.665, 1.538, 0.239], [-2.566, 2.945, 1.483], [-1.862, 2.874, 2.312], [-3.507, 3.354, 1.845], [-1.955, 3.763, 0.348], [-2.730, 4.097, -0.342], [-1.384, 4.623, 0.694], [-2.758, 0.754, 1.559], [-0.993, 2.899, -1.418]], "mulliken_charge": [-0.749, 0.300, 0.261, -1.369, 0.371, -0.386, -0.597, -0.418, -0.775, 0.047, 0.523, 0.432, 0.396, 0.395, 0.384, 0.582, 0.266, 0.026, 0.412, 0.159, 1.467, -0.680, -0.796, -0.116, -0.163, -0.872, -0.696, 0.715, -0.679, -1.052, 0.016, 0.112, -0.358, 0.283, 0.412, 0.416, 0.405, 0.415, 0.601, -0.773, 0.421, -0.680, 0.307, 0.405, -0.995, 0.329, 0.452, 0.334, 0.510]}

---

Record 3
{"formula": "C21H21N3O5", "method": "the ωB97M-V functional and the def2-TZVPD basis", "e_lumo_ev": 0.20, "gap_ev": 7.90, "e_above_lowest_ev": 4.464, "energy_ev": -36823.2974, "species": ["C", "H", "O", "C", "C", "C", "C", "C", "C", "H", "O", "C", "H", "H", "H", "C", "N", "N", "C", "O", "C", "O", "C", "C", "C", "C", "C", "C", "C", "C", "N", "C", "H", "H", "H", "H", "H", "H", "H", "H", "H", "H", "O", "C", "H", "H", "H", "H", "H", "H"], "positions_angstrom": [[-0.297, -2.262, 7.878], [0.606, -2.845, 7.671], [-0.297, -1.041, 7.179], [-0.261, -1.059, 5.822], [-0.249, 0.185, 5.197], [-0.211, 0.287, 3.818], [-0.181, -0.868, 3.015], [-0.200, -2.123, 3.663], [-0.243, -2.214, 5.049], [-0.259, -3.181, 5.522], [-0.186, -3.210, 2.851], [-0.158, -4.498, 3.413], [-0.119, -5.182, 2.567], [0.728, -4.648, 4.038], [-1.060, -4.703, 4.000], [-0.056, -0.850, 1.572], [-0.189, 0.233, 0.910], [-0.035, 0.291, -0.436], [0.279, -0.661, -1.347], [0.467, -1.837, -1.120], [0.382, -0.120, -2.779], [0.130, 1.268, -2.810], [0.221, 1.989, -3.958], [-0.006, 3.344, -3.807], [0.049, 4.224, -4.887], [0.333, 3.762, -6.144], [0.568, 2.392, -6.347], [0.862, 1.862, -7.623], [1.079, 0.521, -7.770], [1.000, -0.292, -6.626], [0.733, 0.159, -5.434], [0.515, 1.477, -5.254], [1.163, -1.360, -6.695], [1.306, 0.084, -8.730], [0.910, 2.534, -8.468], [0.379, 4.433, -6.989], [-0.135, 5.274, -4.718], [-0.229, 3.713, -2.817], [-0.334, -0.669, -3.401], [1.384, -0.352, -3.154], [-0.154, 1.234, -0.789], [0.168, -1.808, 1.114], [-0.145, 1.548, 3.277], [-1.392, 2.074, 2.873], [-2.071, 2.171, 3.729], [-1.856, 1.449, 2.107], [-1.182, 3.060, 2.462], [-0.257, 1.077, 5.801], [-0.318, -1.997, 8.934], [-1.182, -2.862, 7.640]], "mulliken_charge": [-0.836, 0.338, -0.468, 0.397, -0.413, 0.087, 0.212, 0.503, -0.570, 0.566, -0.409, -0.959, 0.258, 0.374, 0.334, -0.543, -0.841, 0.246, 0.041, -0.655, 0.141, -0.319, -0.161, -0.488, -0.696, -0.825, 1.177, -0.631, -0.616, -0.408, -0.377, 0.749, 0.437, 0.377, 0.387, 0.367, 0.380, 0.422, 0.336, 0.353, 0.387, 0.799, -0.544, -0.781, 0.324, 0.270, 0.247, 0.463, 0.241, 0.326]}

---

Record 4
{"formula": "C21H21N5O3", "method": "the ωB97M-V functional and the def2-TZVPD basis", "e_lumo_ev": 0.40, "gap_ev": 8.32, "e_above_lowest_ev": 2.743, "energy_ev": -35710.5189, "species": ["O", "C", "N", "N", "C", "C", "C", "N", "C", "C", "C", "C", "C", "C", "H", "H", "H", "H", "C", "H", "H", "C", "O", "N", "C", "H", "C", "O", "C", "H", "C", "H", "H", "H", "H", "H", "H", "H", "H", "H", "C", "C", "C", "C", "N", "C", "H", "H", "H", "H"], "positions_angstrom": [[-6.035, -2.599, -0.197], [-5.115, -1.806, -0.133], [-3.861, -2.180, -0.520], [-2.811, -1.345, -0.604], [-1.706, -1.791, -1.057], [-0.547, -0.966, -1.184], [0.681, -1.381, -1.649], [1.570, -0.352, -1.647], [0.931, 0.775, -1.185], [1.408, 2.069, -1.014], [0.529, 3.008, -0.516], [-0.791, 2.676, -0.202], [-1.272, 1.398, -0.381], [-0.404, 0.430, -0.876], [-2.292, 1.140, -0.147], [-1.447, 3.441, 0.186], [0.868, 4.022, -0.369], [2.423, 2.335, -1.264], [2.943, -0.434, -2.062], [3.221, -1.485, -2.182], [3.080, 0.067, -3.029], [3.925, 0.254, -1.102], [4.731, 1.056, -1.533], [3.843, -0.053, 0.207], [3.078, -1.109, 0.832], [2.516, -1.686, 0.103], [4.042, -2.046, 1.578], [4.826, -1.350, 2.513], [5.588, -0.344, 1.884], [6.153, 0.152, 2.673], [4.683, 0.653, 1.159], [5.274, 1.388, 0.612], [4.037, 1.158, 1.885], [6.287, -0.796, 1.164], [3.482, -2.794, 2.142], [4.692, -2.552, 0.846], [2.378, -0.663, 1.548], [0.973, -2.358, -1.989], [-1.598, -2.838, -1.376], [-3.767, -3.145, -0.852], [-5.275, -0.412, 0.352], [-6.423, 0.295, -0.001], [-6.585, 1.587, 0.468], [-5.592, 2.118, 1.279], [-4.518, 1.442, 1.649], [-4.364, 0.210, 1.204], [-3.481, -0.308, 1.552], [-5.661, 3.129, 1.660], [-7.457, 2.167, 0.211], [-7.161, -0.174, -0.634]], "mulliken_charge": [-0.636, -0.006, -0.385, 0.155, -0.613, 0.633, -0.960, 0.228, 0.012, -0.755, -0.712, -0.710, -0.185, 0.679, 0.364, 0.445, 0.412, 0.477, -0.735, 0.348, 0.267, 0.733, -0.672, 0.228, -0.203, 0.196, -0.775, -0.371, -0.552, 0.354, -0.731, 0.428, 0.313, 0.319, 0.361, 0.364, 0.185, 0.427, 0.347, 0.247, 0.770, -0.395, -0.415, -0.357, -0.613, -0.262, 0.539, 0.373, 0.394, 0.447]}

---

Record 5
{"formula": "C21H21N5O3", "method": "the ωB97M-V functional and the def2-TZVPD basis", "e_lumo_ev": 0.37, "gap_ev": 8.05, "e_above_lowest_ev": 0.000, "energy_ev": -35713.2623, "species": ["C", "N", "C", "C", "C", "O", "N", "C", "O", "H", "N", "C", "N", "N", "H", "C", "C", "C", "C", "C", "C", "C", "H", "H", "H", "H", "H", "H", "H", "C", "H", "H", "C", "C", "C", "C", "C", "C", "C", "H", "H", "H", "H", "H", "O", "H", "H", "H", "H", "H"], "positions_angstrom": [[-3.650, 1.517, -1.747], [-3.139, 1.583, -0.397], [-2.122, 0.766, -0.008], [-1.596, 0.794, 1.274], [-2.058, 1.691, 2.271], [-1.663, 1.832, 3.417], [-3.094, 2.479, 1.761], [-3.660, 2.489, 0.501], [-4.556, 3.254, 0.218], [-3.490, 3.156, 2.403], [-0.592, -0.166, 1.278], [-0.561, -0.672, 0.016], [-1.486, -0.142, -0.777], [0.286, -1.653, -0.354], [1.148, -1.708, 0.180], [0.430, -1.938, -1.771], [1.457, -3.015, -1.976], [2.482, -2.857, -2.898], [3.428, -3.852, -3.074], [3.363, -5.013, -2.323], [2.345, -5.177, -1.398], [1.397, -4.184, -1.227], [0.600, -4.310, -0.510], [2.289, -6.082, -0.812], [4.102, -5.788, -2.459], [4.220, -3.719, -3.796], [2.538, -1.950, -3.483], [0.707, -1.031, -2.323], [-0.550, -2.259, -2.141], [0.323, -0.389, 2.366], [-0.040, 0.215, 3.200], [0.303, -1.447, 2.655], [1.781, 0.013, 2.004], [1.754, 1.127, 0.980], [2.250, 0.945, -0.302], [2.128, 1.952, -1.244], [1.509, 3.144, -0.913], [1.029, 3.336, 0.372], [1.154, 2.336, 1.318], [0.774, 2.488, 2.317], [0.552, 4.267, 0.639], [1.402, 3.924, -1.653], [2.515, 1.800, -2.241], [2.738, 0.017, -0.557], [2.498, -1.099, 1.492], [2.716, -1.696, 2.214], [2.274, 0.377, 2.917], [-4.430, 2.269, -1.844], [-4.055, 0.523, -1.939], [-2.843, 1.710, -2.453]], "mulliken_charge": [-1.073, 0.014, 1.112, 0.113, 0.058, -0.719, -0.047, 0.505, -0.676, 0.240, 0.042, -0.130, -0.703, -0.149, 0.514, -0.839, 0.448, -0.415, -0.635, -0.399, -0.666, -0.203, 0.424, 0.393, 0.381, 0.385, 0.385, 0.359, 0.389, -0.799, 0.393, 0.351, -0.355, 0.041, -0.162, -0.653, -0.594, -0.670, -0.364, 0.471, 0.441, 0.421, 0.419, 0.563, -0.515, 0.347, 0.525, 0.410, 0.309, 0.311]}

---

Record 6
{"formula": "C21H21NO5", "method": "the ωB97M-V functional and the def2-TZVPD basis", "e_lumo_ev": 0.03, "gap_ev": 8.65, "e_above_lowest_ev": 0.708, "energy_ev": -33845.9348, "species": ["C", "H", "O", "C", "C", "C", "C", "C", "C", "H", "H", "O", "C", "C", "C", "H", "H", "H", "C", "O", "O", "C", "H", "H", "C", "O", "N", "H", "C", "C", "C", "C", "C", "C", "C", "H", "H", "H", "H", "H", "C", "H", "H", "H", "H", "H", "H", "H"], "positions_angstrom": [[6.320, 0.095, 3.443], [6.941, 0.473, 4.254], [5.278, 1.029, 3.294], [4.336, 0.802, 2.339], [4.324, -0.284, 1.485], [3.282, -0.374, 0.558], [2.283, 0.614, 0.504], [2.295, 1.707, 1.362], [3.326, 1.784, 2.267], [3.392, 2.609, 2.958], [1.529, 2.463, 1.313], [1.379, 0.325, -0.455], [1.791, -0.847, -1.030], [2.943, -1.325, -0.454], [3.689, -2.561, -0.794], [3.187, -3.091, -1.597], [4.703, -2.310, -1.103], [3.755, -3.208, 0.079], [0.983, -1.413, -2.107], [1.170, -2.489, -2.622], [-0.012, -0.572, -2.446], [-0.988, -1.035, -3.366], [-0.688, -2.007, -3.773], [-1.061, -0.312, -4.183], [-2.369, -1.175, -2.709], [-3.300, -1.672, -3.303], [-2.418, -0.705, -1.454], [-1.592, -0.265, -1.075], [-3.616, -0.721, -0.638], [-4.115, 0.683, -0.380], [-3.267, 1.657, 0.133], [-3.734, 2.936, 0.380], [-5.057, 3.255, 0.122], [-5.908, 2.290, -0.388], [-5.438, 1.013, -0.639], [-6.103, 0.264, -1.044], [-6.940, 2.533, -0.594], [-5.421, 4.253, 0.317], [-3.065, 3.685, 0.776], [-2.233, 1.422, 0.342], [-3.339, -1.449, 0.679], [-2.576, -0.924, 1.251], [-4.247, -1.493, 1.275], [-2.997, -2.462, 0.483], [-4.362, -1.274, -1.217], [5.080, -1.051, 1.511], [5.936, -0.894, 3.712], [6.923, 0.017, 2.532]], "mulliken_charge": [-0.812, 0.233, -0.457, 0.617, 0.106, 0.848, -0.448, -1.256, -0.503, 0.434, 0.458, -0.480, 0.718, -0.046, -1.525, 0.359, 0.341, 0.348, 0.589, -0.645, -0.308, -0.471, 0.349, 0.290, 0.616, -0.683, 0.079, 0.180, -0.307, 0.581, -0.311, -0.724, -0.413, -0.574, -0.428, 0.367, 0.379, 0.382, 0.374, 0.375, -1.431, 0.298, 0.375, 0.420, 0.504, 0.550, 0.324, 0.324]}